1.
Molecular formula: C35H58FN15O5S2
Method: DFT, ωB97M-V/def2-TZVPD

Each line ends with the Mulliken charge.
Cartesian coordinates (Å):
C: 8.2582 0.0123 3.5505  -1.0789
C: 6.7003 0.2063 3.4330  0.0248
S: 5.9452 -0.7982 2.0745  0.0068
C: 4.1396 -1.0696 2.4395  -1.3226
C: 3.3602 0.2743 2.7723  1.3160
C: 2.4654 -0.0564 4.0539  -1.6185
N: 1.9771 1.2945 4.5432  0.4974
C: 1.2231 0.9926 5.8196  0.1489
O: 1.5312 1.4798 6.8998  -0.6640
O: 0.2426 0.1479 5.7366  -0.5519
C: 0.9933 1.7586 3.5067  0.0564
C: 0.0986 2.9643 3.9677  -1.1078
N: 0.8047 3.9694 4.7772  -0.4469
C: 1.6655 1.9708 2.0712  -0.1150
C: 2.4171 3.3447 1.9117  -0.9469
O: 3.8409 3.2703 2.0481  -0.2063
C: 4.3608 4.2264 2.9851  -0.8002
N: 2.4383 0.7488 1.7145  0.3978
S: 3.0953 0.7785 0.1638  1.1337
O: 2.2861 1.6660 -0.6872  -0.6027
O: 3.0987 -0.5320 -0.4950  -0.6681
F: 4.6230 1.3187 0.0796  -0.2307
H: 8.6276 0.7367 4.3311  0.3980
H: 8.7102 0.3421 2.5759  0.2437
H: 8.5436 -1.0280 3.8428  0.2706
H: 6.1799 -0.0700 4.4001  0.2970
H: 6.4365 1.2918 3.2520  -0.0254
H: 3.6464 -1.7120 1.6811  0.2289
H: 4.1424 -1.6718 3.3954  0.5808
H: 4.1228 1.0159 3.1263  -0.2059
H: 3.1498 -0.4845 4.8275  0.5610
H: 1.6277 -0.7457 3.8020  0.2910
H: 2.7695 1.9323 4.6852  0.4244
H: 0.2921 0.8873 3.3558  0.3093
H: -0.8128 2.5724 4.5138  0.0870
H: -0.3173 3.4370 3.0294  0.5127
H: 0.2739 4.8432 4.8241  0.2575
H: 1.0113 3.6427 5.7227  0.2260
H: 0.7853 2.0071 1.3651  0.3888
H: 2.2111 3.7082 0.8591  0.3525
H: 2.0488 4.1647 2.5859  0.5618
H: 3.8120 4.2701 3.9614  0.3346
H: 5.4149 3.8935 3.2233  0.2099
H: 4.4628 5.2141 2.4639  0.2990
C: -2.8246 1.2807 7.0588  -0.1175
C: -3.7039 2.3925 6.6220  0.2662
N: -4.3833 3.2551 6.2837  -0.3926
H: -2.5766 1.3957 8.1135  0.3022
H: -3.3330 0.3276 6.9149  0.1613
H: -1.9026 1.2840 6.4744  -0.2006
C: 0.4917 -0.2251 -3.0574  -0.0184
C: -0.8798 -0.4790 -3.5622  0.2991
N: -1.9421 -0.6756 -3.9520  -0.3885
H: 0.6098 0.8312 -2.8194  -0.1713
H: 0.6711 -0.8137 -2.1583  -0.0364
H: 1.2231 -0.5027 -3.8158  0.3305
C: 0.2133 -2.8382 0.8349  -0.3145
C: 1.4565 -3.0875 1.5986  0.6486
N: 2.4235 -3.2815 2.1937  -0.6029
H: -0.6454 -2.8571 1.5085  0.1660
H: 0.2662 -1.8621 0.3506  0.0330
H: 0.0884 -3.6110 0.0716  0.1731
C: 8.1944 -0.4191 -1.3519  -0.3522
C: 9.4345 -0.6705 -0.5788  0.2909
N: 10.3949 -0.8653 0.0203  -0.4031
H: 7.3317 -0.4347 -0.6845  -0.0742
H: 8.2511 0.5551 -1.8372  0.2872
H: 8.0688 -1.1884 -2.1134  0.2851
C: 1.0792 3.6888 -2.7603  -0.5094
C: 1.6412 5.0602 -2.7205  0.2057
N: 2.0766 6.1225 -2.6897  -0.4154
H: 1.8865 2.9592 -2.8102  0.1254
H: 0.4890 3.5045 -1.8632  0.2047
H: 0.4405 3.5750 -3.6367  0.4035
C: -4.1806 -0.1257 -6.8470  -0.6676
C: -5.5527 -0.3806 -7.3487  0.3075
N: -6.6155 -0.5781 -7.7381  -0.3993
H: -4.0633 0.9314 -6.6105  0.2567
H: -3.9986 -0.7136 -5.9474  0.2292
H: -3.4511 -0.4035 -7.6071  0.2696
C: -9.4940 0.2704 -5.6280  -0.3729
C: -10.3838 1.3779 -6.0532  0.3065
N: -11.0744 2.2350 -6.3842  -0.4369
H: -9.1924 0.4147 -4.5908  0.2949
H: -10.0180 -0.6815 -5.7167  0.2106
H: -8.6040 0.2467 -6.2580  0.0317
C: -1.7135 -2.4515 5.7947  -0.3307
C: -1.7996 -3.1681 4.4992  0.3690
N: -1.8663 -3.7199 3.4929  -0.4801
H: -0.9003 -2.8624 6.3917  0.2649
H: -1.5235 -1.3927 5.6178  -0.1476
H: -2.6490 -2.5610 6.3438  0.3485
C: -12.4428 -1.2327 -7.6817  -0.5557
C: -12.6967 -2.3606 -6.7510  0.1969
N: -12.8933 -3.2334 -6.0296  -0.4046
H: -12.2483 -0.3212 -7.1164  0.0479
H: -11.5792 -1.4540 -8.3071  0.3013
H: -13.3112 -1.0754 -8.3193  0.3893
C: 2.0716 -6.9949 -0.5281  -0.7612
C: 1.1902 -5.8827 -0.9557  0.3701
N: 0.5067 -5.0211 -1.2872  -0.5010
H: 2.3696 -6.8516 0.5105  0.2432
H: 1.5418 -7.9426 -0.6197  0.3084
H: 2.9627 -7.0222 -1.1547  0.2613
C: -10.3368 2.7032 -10.2688  -0.7807
C: -11.0755 1.4185 -10.2579  0.3501
N: -11.6482 0.4233 -10.2494  -0.3952
H: -9.5064 2.6576 -9.5648  0.2399
H: -9.9478 2.8977 -11.2680  0.3306
H: -11.0036 3.5152 -9.9807  0.2566
C: 5.9130 -5.2320 1.3990  -0.5480
C: 6.9517 -4.2849 1.8697  0.2828
N: 7.7521 -3.5470 2.2342  -0.3283
H: 4.9483 -4.7251 1.3436  0.0309
H: 6.1763 -5.6084 0.4106  0.2884
H: 5.8359 -6.0702 2.0911  0.3126

Atoms 1-2, force components in eV/Å:
C -0.6 0.7 -0.2
C -0.9 0.4 1.0

2S+1 = 1
LUMO level = -0.3440 eV
Kohn-Sham gap = 8.64 eV
HOMO = -8.987 eV

***

2.
Molecular formula: C2H5PS
Method: DFT, ωB97M-V/def2-TZVPD

Each line ends with the Mulliken charge.
Cartesian coordinates (Å):
C: 1.1251 0.7502 -0.4686  -0.4005
C: 0.0630 -0.0039 0.2051  -0.2057
P: -1.6732 -0.5635 -0.0602  -0.0279
S: 1.6295 -0.8065 0.1481  -0.1022
H: 0.8683 0.9677 -1.4325  0.2732
H: 1.2971 1.5854 0.1928  0.2384
H: -0.4435 1.0185 1.4841  0.1337
H: -1.3636 -1.4654 1.0222  0.0639
H: -1.5028 -1.4825 -1.0908  0.0271

Atoms 1-2, force components in eV/Å:
C -1.2 1.1 2.1
C -1.8 2.0 3.1

2S+1 = 1
LUMO level = 0.2119 eV
Kohn-Sham gap = 9.21 eV
HOMO = -9.003 eV

***

3.
Molecular formula: C28H38N6O2
Method: DFT, ωB97M-V/def2-TZVPD

Each line ends with the Mulliken charge.
Cartesian coordinates (Å):
C: -1.2912 5.8753 -1.5571  -0.9646
O: -0.2037 5.0376 -1.8568  -0.4553
C: -0.2818 3.7315 -1.4866  0.8685
C: -1.3357 3.1574 -0.8269  0.0091
C: -1.3128 1.7913 -0.4758  -1.7461
N: -2.3646 1.2795 0.1905  -0.5427
C: -2.2986 0.0045 0.5293  0.3664
N: -3.3233 -0.5179 1.2502  -0.0386
C: -4.5458 0.2273 1.4061  -0.9234
C: -5.6947 -0.2879 0.5300  -0.7711
C: -6.2563 -1.6305 0.9939  -0.6146
N: -5.5518 -2.8060 0.4993  0.0273
C: -5.9687 -3.9811 1.2306  -1.0693
C: -4.1110 -2.6871 0.3711  -0.9195
C: -3.3784 -1.9358 1.5015  -0.8010
N: -1.2664 -0.8264 0.2768  -0.0639
C: -0.2356 -0.3526 -0.3936  -0.5899
N: 0.7731 -1.2079 -0.6902  -0.0343
C: 0.9415 -2.4624 0.0068  -0.1071
C: 1.8270 -3.3893 -0.8253  -1.1216
C: 3.2160 -2.7609 -1.0404  -0.9500
N: 3.4173 -1.6525 -0.1227  0.7615
C: 4.7161 -1.0291 -0.2580  -1.5803
C: 4.7463 0.3860 0.2688  0.8555
C: 5.9702 1.0328 0.3988  -0.7855
C: 6.0324 2.3473 0.8234  -0.6037
C: 4.8693 3.0369 1.1245  -0.6216
C: 3.6474 2.3990 1.0062  -0.6103
C: 3.5869 1.0819 0.5828  0.2981
C: 3.1126 -2.0700 1.2355  -1.0350
C: 1.5942 -2.2531 1.3852  -0.8671
C: -0.1891 1.0105 -0.8301  0.7327
C: 0.8788 1.6079 -1.5254  -0.0794
C: 0.8541 2.9409 -1.8390  0.7657
O: 1.8504 3.6201 -2.4841  -0.4972
C: 3.0233 2.9215 -2.8083  -0.6187
H: -2.2094 5.5320 -2.0451  0.3620
H: -1.0218 6.8573 -1.9429  0.2407
H: -1.4615 5.9429 -0.4774  0.3591
H: -2.2113 3.7178 -0.5456  0.5144
H: -4.3136 1.2597 1.1425  0.4982
H: -4.8501 0.1847 2.4598  0.3169
H: -6.5002 0.4475 0.5806  0.4159
H: -5.3691 -0.3543 -0.5072  0.3371
H: -6.2970 -1.6255 2.0990  0.3292
H: -7.2891 -1.7268 0.6373  0.4189
H: -7.0543 -4.0622 1.1749  0.3466
H: -5.6813 -3.9612 2.2948  0.3510
H: -5.5350 -4.8668 0.7692  0.3634
H: -3.7095 -3.6985 0.2858  0.3402
H: -3.8857 -2.1695 -0.5670  0.3853
H: -3.8813 -2.1020 2.4587  0.5072
H: -2.3504 -2.2918 1.5690  0.3633
H: 1.6529 -0.7988 -0.9698  -0.1144
H: -0.0577 -2.8877 0.1336  0.5425
H: 1.9190 -4.3372 -0.2941  0.4127
H: 1.3554 -3.5873 -1.7874  0.4266
H: 3.2999 -2.3706 -2.0591  0.3909
H: 3.9968 -3.5331 -0.9153  0.4440
H: 5.5125 -1.6199 0.2311  0.3677
H: 4.9597 -0.9919 -1.3271  0.4168
H: 6.8805 0.5000 0.1604  0.4416
H: 6.9912 2.8358 0.9174  0.3976
H: 4.9169 4.0652 1.4502  0.4076
H: 2.7326 2.9256 1.2351  0.4705
H: 2.6289 0.5956 0.4993  0.1109
H: 3.4738 -1.3065 1.9266  0.4533
H: 3.6375 -3.0117 1.4756  0.3774
H: 1.3835 -3.1098 2.0256  0.5201
H: 1.1419 -1.3741 1.8457  0.4193
H: 1.7269 1.0078 -1.8147  0.6898
H: 2.8279 2.1103 -3.5193  0.3323
H: 3.5122 2.5132 -1.9161  0.1089
H: 3.6813 3.6532 -3.2748  0.2617

Atoms 1-2, force components in eV/Å:
C -0.3 0.2 0.1
O 0.3 -0.5 0.0

2S+1 = 1
SMILES string = COc1cc2nc(N3CCCN(C)CC3)nc(NC3CCN(Cc4ccccc4)CC3)c2cc1OC
LUMO level = 0.6846 eV
Kohn-Sham gap = 7.69 eV
HOMO = -7.009 eV

***

4.
Molecular formula: C6H9N5O2
Method: DFT, ωB97M-V/def2-TZVPD

Each line ends with the Mulliken charge.
Cartesian coordinates (Å):
C: -1.2109 0.1987 2.5994  -1.0548
C: -1.8360 -0.5371 1.3854  -0.5137
N: -1.5671 0.2163 0.1650  -0.1615
C: -0.3600 0.1930 -0.4540  0.3662
N: 0.4766 -0.8784 -0.1731  -0.4013
C: 1.5585 -1.0218 -0.8684  0.3161
N: 2.2887 -2.1197 -0.5645  -0.4895
N: 2.0505 -0.0720 -1.7247  -0.1183
C: 1.2239 0.9716 -2.0611  0.3259
O: 1.6043 1.7319 -2.9826  -0.6602
C: -0.0487 1.1425 -1.4117  0.3966
N: -0.8180 2.2954 -1.7502  -0.2554
O: -1.7514 2.6856 -1.0090  -0.4723
H: -1.6718 -0.0910 3.5260  0.4012
H: -1.2805 1.2980 2.4840  0.2733
H: -0.1404 -0.0634 2.6380  0.2616
H: -2.9137 -0.5932 1.5522  0.3943
H: -1.4879 -1.5426 1.3709  0.3004
H: -2.1082 1.0926 0.0066  0.3162
H: 3.3010 -1.9567 -0.5828  0.2233
H: 1.9045 -2.6315 0.2167  0.2790
H: 2.7867 -0.3181 -2.3621  0.2727

Atoms 1-2, force components in eV/Å:
C 0.7 0.1 -0.9
C -0.5 1.5 1.1

2S+1 = 1
SMILES string = CCNc1nc(N)[nH]c(=O)c1N=O
LUMO level = -0.2263 eV
Kohn-Sham gap = 8.27 eV
HOMO = -8.497 eV

***

5.
Molecular formula: C3H10O3S
Method: DFT, ωB97M-V/def2-TZVPD

Each line ends with the Mulliken charge.
Cartesian coordinates (Å):
O: -1.9936 1.7819 0.2336  -0.4767
C: -1.3734 0.8179 0.5912  -0.1610
C: -0.0886 0.0877 0.0859  -0.4078
C: 0.8384 0.8533 -0.8268  -0.4043
S: 2.4996 -0.0081 -1.2134  -0.2709
H: -1.8131 0.4156 1.5403  0.3748
H: -0.7123 -0.6487 -0.5533  0.2060
H: 0.4276 -0.5310 0.8736  0.3860
H: 0.3035 1.0932 -1.7531  0.3190
H: 1.2113 1.7644 -0.2922  0.3041
H: 2.5097 -1.2280 -0.3292  0.1355
O: -3.3143 2.9729 3.2218  -0.6189
H: -3.6510 3.7313 2.7214  0.3181
H: -2.3882 3.0346 3.1265  0.2966
O: 0.9641 -5.6351 -1.1462  -0.6423
H: 1.8092 -5.9592 -1.5313  0.3189
H: 0.8020 -5.0525 -1.9644  0.3230

Atoms 1-2, force components in eV/Å:
O 1.0 0.3 -1.6
C 0.2 0.0 2.5

2S+1 = 1
SMILES string = O=CCCS.O.O
LUMO level = 0.4096 eV
Kohn-Sham gap = 9.83 eV
HOMO = -9.415 eV